Density functional theory data (the ωB97M-V functional and the def2-TZVPD basis) for a cluster of 3 separate species, C3H12O3S in total in a non-equilibrium geometry.

ORCA input file:
```
! RIJCOSX wB97M-V def2-TZVPD def2/J DEFGRID3
* xyz -1 2
C 0.18 0.49 -1.46
O -0.31 1.69 -2.08
C -0.93 -0.49 -1.22
C -1.77 -0.12 -0.01
S -3.32 -1.14 0.12
H 0.97 0.00 -2.01
H 0.61 0.81 -0.52
H -0.19 1.62 -3.03
H -1.54 -0.63 -2.10
H -0.49 -1.47 -1.03
H -2.04 0.92 0.01
H -1.25 -0.35 0.92
H -2.74 -2.11 0.81
H 1.68 -0.94 0.95
H 1.88 -2.47 1.31
O 1.48 -1.64 1.59
H 3.26 2.02 2.16
H 1.85 1.74 2.64
O 2.70 2.09 2.95
*
```

Computed properties:
Energy above the lowest of the compared OMol25 structures with the same formula, charge and spin ... 4.6 kcal/mol
E_HOMO (alpha / beta) ... 0.5385 / -6.2448 eV
Gap between HOMO and LUMO (alpha / beta) ... 2.440 / 9.165 eV
Expectation value of S² ... 0.750

Density functional theory data (the ωB97M-V functional and the def2-TZVPD basis) for a cluster of 7 separate species, C26H72N6O7 in total in a non-equilibrium geometry.

ORCA input file:
```
! RIJCOSX wB97M-V def2-TZVPD def2/J DEFGRID3
* xyz 0 1
C 2.58 0.70 -5.16
O 1.34 0.09 -5.35
C 0.36 0.99 -5.78
C -0.93 0.25 -5.98
C -2.01 1.12 -6.61
N -1.48 -0.30 -4.72
H 3.09 0.94 -6.10
H 3.28 0.06 -4.61
H 2.56 1.62 -4.56
H 0.23 1.79 -5.03
H 0.64 1.52 -6.71
H -0.82 -0.62 -6.64
H -2.83 0.48 -6.95
H -1.72 1.73 -7.47
H -2.43 1.77 -5.83
H -1.92 0.47 -4.23
H -0.71 -0.67 -4.17
C -4.47 -2.59 2.94
O -5.50 -2.13 2.09
C -5.64 -0.73 2.09
C -4.53 -0.02 1.34
C -4.85 1.46 1.25
N -4.38 -0.51 -0.04
H -3.50 -2.22 2.58
H -4.51 -3.67 2.97
H -4.54 -2.18 3.96
H -6.58 -0.49 1.58
H -5.68 -0.35 3.12
H -3.55 -0.09 1.82
H -5.59 1.61 0.46
H -3.97 2.05 0.98
H -5.22 1.95 2.16
H -5.32 -0.64 -0.42
H -4.01 -1.46 -0.01
C 2.47 -2.38 -2.90
O 3.18 -3.15 -1.95
C 2.96 -4.54 -2.03
C 3.86 -5.21 -1.01
C 3.42 -4.95 0.42
N 5.30 -4.98 -1.16
H 2.77 -1.34 -2.75
H 1.39 -2.48 -2.76
H 2.65 -2.68 -3.94
H 1.91 -4.78 -1.85
H 3.24 -4.90 -3.03
H 3.66 -6.28 -1.15
H 2.52 -5.46 0.75
H 3.28 -3.86 0.56
H 4.25 -5.07 1.13
H 5.40 -3.98 -1.30
H 5.64 -5.40 -2.02
C 2.17 7.82 -0.93
O 2.13 6.47 -1.33
C 1.86 5.60 -0.27
C 1.96 4.18 -0.72
C 1.03 3.86 -1.88
N 1.67 3.23 0.36
H 3.17 8.00 -0.49
H 1.43 8.10 -0.19
H 2.10 8.48 -1.79
H 2.58 5.76 0.56
H 0.85 5.78 0.13
H 2.97 3.96 -1.09
H 1.37 4.22 -2.85
H 0.05 4.33 -1.72
H 0.82 2.79 -2.03
H 0.66 3.16 0.45
H 1.90 3.66 1.26
C -2.00 -4.87 1.54
O -1.05 -3.89 1.24
C 0.19 -4.09 1.91
C 0.29 -3.34 3.24
C 0.37 -1.85 3.10
N 1.50 -3.83 3.95
H -1.59 -5.88 1.59
H -2.76 -4.89 0.74
H -2.55 -4.64 2.46
H 0.46 -5.15 2.01
H 0.94 -3.72 1.20
H -0.55 -3.67 3.86
H -0.55 -1.44 2.67
H 1.22 -1.48 2.52
H 0.43 -1.38 4.08
H 2.28 -3.24 3.70
H 1.69 -4.81 3.88
C -1.59 3.47 2.30
O -0.20 3.71 2.45
C 0.23 3.64 3.81
C 0.55 2.21 4.22
C 0.87 2.10 5.70
N 1.68 1.68 3.42
H -1.82 3.72 1.27
H -2.23 4.01 3.01
H -1.84 2.41 2.47
H 1.17 4.22 3.79
H -0.41 4.23 4.48
H -0.30 1.56 3.98
H 1.27 1.12 5.94
H -0.04 2.20 6.31
H 1.51 2.91 6.06
H 1.52 1.89 2.44
H 2.52 2.17 3.72
C -0.15 -1.37 -0.62
C -0.51 0.11 -0.59
O -1.50 0.42 0.41
H -0.20 -1.84 -1.60
H -0.76 -1.99 0.04
H 0.86 -1.53 -0.24
H -0.93 0.39 -1.57
H 0.29 0.82 -0.41
H -2.31 0.00 0.11
*
```

Computed properties:
Energy above the lowest of the compared OMol25 structures with the same formula, charge and spin ... 23.9 kcal/mol
E_HOMO ... -8.7334 eV
Gap between HOMO and LUMO ... 9.465 eV
SMILES string ... COC[C@H](C)N.COC[C@H](C)N.COC[C@H](C)N.COC[C@H](C)N.COC[C@H](C)N.COC[C@H](C)N.CCO

Density functional theory data (the ωB97M-V functional and the def2-TZVPD basis) for the molecule C4H8O2.

ORCA input file:
```
! RIJCOSX wB97M-V def2-TZVPD def2/J DEFGRID3
* xyz 0 1
C 2.01 0.13 0.89
O 0.78 0.51 0.99
C 0.05 1.13 0.09
C -0.75 -1.32 -0.74
O -1.61 -0.65 0.16
C -1.39 0.77 0.17
H 2.43 -0.32 1.78
H 0.30 -1.27 -0.42
H 2.53 0.28 -0.05
H 0.54 1.34 -0.85
H -1.04 -2.37 -0.73
H -0.82 -0.94 -1.77
H -1.86 1.12 1.10
H -1.91 1.24 -0.67
*
```

Computed properties:
Energy above the lowest of the compared OMol25 structures with the same formula, charge and spin ... 117.3 kcal/mol
E_HOMO ... -7.3362 eV
Gap between HOMO and LUMO ... 7.469 eV

Density functional theory data (the ωB97M-V functional and the def2-TZVPD basis) for a cluster of 2 separate species, C7H8N2O in total in a non-equilibrium geometry.

ORCA input file:
```
! RIJCOSX wB97M-V def2-TZVPD def2/J DEFGRID3
* xyz 0 1
C 3.12 0.74 3.40
C 2.62 0.79 2.29
C 2.05 1.16 1.09
C 1.33 1.29 0.11
C 0.19 1.31 -0.81
C -0.59 -0.01 -0.73
N 0.18 -1.19 -1.08
C -1.89 0.05 -1.46
N -3.05 0.32 -1.45
H 3.68 0.89 4.30
H 0.55 1.45 -1.84
H -0.47 2.14 -0.55
H -0.88 -0.11 0.33
H -0.31 -1.97 -1.49
H 0.80 -1.00 -1.87
O -2.49 -2.18 -0.04
H -1.53 -2.32 -0.12
H -3.30 -1.35 -0.08
*
```

Computed properties:
Energy above the lowest of the compared OMol25 structures with the same formula, charge and spin ... 151.2 kcal/mol
E_HOMO ... -9.6610 eV
Gap between HOMO and LUMO ... 9.760 eV
SMILES string ... C#CC#CC[C@H](N)C#N.O

Density functional theory data (the ωB97M-V functional and the def2-TZVPD basis) for a structure of composition C3H8O3S in a non-equilibrium geometry.

ORCA input file:
```
! RIJCOSX wB97M-V def2-TZVPD def2/J DEFGRID3
* xyz 0 1
C 0.77 0.86 -1.27
C -0.90 -0.46 0.44
C 0.15 1.12 0.04
O 0.22 -2.76 -0.52
O 1.05 -1.70 1.46
O -0.77 2.13 0.04
S -0.06 -1.99 0.62
H 1.38 0.02 -1.23
H 1.42 1.72 -1.56
H 0.05 0.70 -2.09
H -1.12 -0.13 1.54
H -1.48 -0.26 -0.47
H 0.97 1.18 0.67
H -0.72 2.38 0.96
H -0.95 -2.82 1.34
*
```

Computed properties:
Energy above the lowest of the compared OMol25 structures with the same formula, charge and spin ... 84.6 kcal/mol
E_HOMO ... -10.1335 eV
Gap between HOMO and LUMO ... 10.548 eV

Density functional theory data (the ωB97M-V functional and the def2-TZVPD basis) for the molecule C21H20ClN5O.

ORCA input file:
```
! RIJCOSX wB97M-V def2-TZVPD def2/J DEFGRID3
* xyz 0 1
C -6.07 2.32 1.30
C -5.84 2.57 0.02
C -5.14 3.80 -0.47
N -3.97 3.47 -1.27
C -2.92 2.71 -0.91
C -2.05 2.69 -1.99
C -0.78 2.00 -2.08
N -0.04 2.05 -3.18
N 1.06 1.30 -2.93
C 1.02 0.79 -1.69
C -0.13 1.20 -1.10
C -0.26 0.64 0.27
N 1.03 -0.07 0.40
C 1.26 -0.79 1.53
O 0.44 -0.81 2.44
C 2.63 -1.46 1.65
C 2.74 -2.85 1.10
C 3.46 -3.09 -0.07
C 3.58 -4.36 -0.61
C 2.97 -5.43 0.02
C 2.26 -5.23 1.19
C 2.15 -3.95 1.72
Cl 1.28 -3.77 3.21
C 3.82 -0.55 1.64
C 3.35 -1.17 2.93
C 1.85 -0.10 -0.82
C -2.70 3.49 -2.96
N -3.85 3.95 -2.52
H -6.59 1.42 1.62
H -5.75 3.00 2.07
H -6.16 1.87 -0.75
H -5.78 4.39 -1.12
H -4.84 4.43 0.38
H -2.86 2.24 0.06
H 1.76 1.22 -3.64
H -0.34 1.39 1.06
H -1.09 -0.06 0.39
H 3.94 -2.25 -0.56
H 4.15 -4.51 -1.52
H 3.05 -6.43 -0.40
H 1.79 -6.05 1.70
H 4.75 -0.91 1.21
H 3.63 0.51 1.49
H 2.84 -0.55 3.65
H 3.95 -1.97 3.34
H 1.94 -1.11 -1.23
H 2.85 0.29 -0.64
H -2.36 3.72 -3.95
*
```

Computed properties:
Energy above the lowest of the compared OMol25 structures with the same formula, charge and spin ... 44.3 kcal/mol
E_HOMO ... -8.3707 eV
Gap between HOMO and LUMO ... 8.847 eV
SMILES string ... C=CCn1cc(-c2n[nH]c3c2CN(C(=O)C2(c4ccccc4Cl)CC2)C3)cn1

Density functional theory data (the ωB97M-V functional and the def2-TZVPD basis) for a cluster of 4 separate species, C5H11NO2S in total in a non-equilibrium geometry.

ORCA input file:
```
! RIJCOSX wB97M-V def2-TZVPD def2/J DEFGRID3
* xyz 0 1
C -1.78 -0.02 -0.06
C -1.70 -1.34 -0.84
C -0.37 0.33 0.54
C 1.02 0.27 -0.28
C 3.31 1.12 -0.32
H -3.05 0.80 1.25
H -2.37 -0.57 1.91
H -1.80 0.66 -0.86
H -0.39 1.21 1.11
H -0.12 -0.14 1.50
H 1.53 -0.79 -0.54
H 0.84 0.75 -1.34
H 4.04 2.53 0.04
H 4.06 -0.11 0.05
H 2.69 1.12 -1.70
H -1.75 -3.27 -0.29
N -2.90 -0.14 0.88
O -1.35 -1.55 -2.03
O -2.00 -2.31 0.07
S 2.07 1.45 0.91
*
```

Computed properties:
Energy above the lowest of the compared OMol25 structures with the same formula, charge and spin ... 200.9 kcal/mol
E_HOMO ... -8.9369 eV
Gap between HOMO and LUMO ... 8.947 eV

Density functional theory data (the ωB97M-V functional and the def2-TZVPD basis) for the molecule C4H6S2 in a non-equilibrium geometry.

ORCA input file:
```
! RIJCOSX wB97M-V def2-TZVPD def2/J DEFGRID3
* xyz 0 1
S 0.49 -2.23 0.13
C -0.07 -0.75 0.18
C -1.25 -0.26 -0.66
C -1.05 1.36 -0.72
S 0.63 1.77 -0.07
C 0.30 0.37 1.06
H -2.18 -0.53 -0.08
H -1.43 -0.75 -1.70
H -1.87 1.84 -0.14
H -0.95 1.79 -1.74
H 1.20 0.03 1.58
H -0.35 0.65 1.86
*
```

Computed properties:
Energy above the lowest of the compared OMol25 structures with the same formula, charge and spin ... 15.9 kcal/mol
E_HOMO ... -8.5971 eV
Gap between HOMO and LUMO ... 8.337 eV
SMILES string ... S=C1CCSC1

Density functional theory data (the ωB97M-V functional and the def2-TZVPD basis) for a cluster of 2 separate species, C9H13NO in total in a non-equilibrium geometry.

ORCA input file:
```
! RIJCOSX wB97M-V def2-TZVPD def2/J DEFGRID3
* xyz 0 1
C -1.59 3.25 0.03
C -1.58 1.74 0.02
C -1.93 1.05 1.18
C -2.27 -0.30 1.18
C -2.01 -1.06 0.05
C -1.44 -0.43 -1.05
C -1.34 0.96 -1.10
H -0.93 3.56 0.82
H -2.61 3.61 0.19
H -1.20 3.66 -0.90
H -2.02 1.61 2.11
H -2.87 -0.58 2.04
H -1.98 -2.15 0.03
H -1.09 -1.02 -1.85
H -1.08 1.34 -2.08
C 2.14 -2.03 -0.79
C 3.38 -1.34 -0.26
N 3.64 -1.60 1.06
O 4.10 -0.63 -0.92
H 1.80 -2.81 -0.15
H 2.28 -2.37 -1.80
H 1.33 -1.31 -0.90
H 4.31 -1.01 1.53
H 2.96 -2.14 1.57
*
```

Computed properties:
Energy above the lowest of the compared OMol25 structures with the same formula, charge and spin ... 10.9 kcal/mol
E_HOMO ... -9.1626 eV
Gap between HOMO and LUMO ... 9.939 eV
SMILES string ... Cc1ccccc1.CC(N)=O